No. 1
This record from the Open Molecules 2025 dataset describes one molecule with the formula C5H8N2. The level of theory is ωB97M-V/def2-TZVPD.

Element x y z (Å)
C 2.310 -0.254 -0.149
C 0.906 -0.022 0.300
C 0.325 1.230 0.693
N -0.962 1.153 0.869
N -1.302 -0.154 0.601
C -2.260 -0.098 -0.504
C -0.154 -0.869 0.286
H 2.463 0.226 -1.124
H 2.527 -1.319 -0.273
H 3.038 0.172 0.545
H 0.824 2.185 0.799
H -1.737 0.410 -1.329
H -3.117 0.507 -0.214
H -2.563 -1.097 -0.818
H -0.214 -1.927 0.058

Properties
Frontier orbital gap: 10.1 eV
Net charge: 0
ΔE to the lowest compared entry with this formula, charge and spin: 28.6 kcal/mol
SMILES: Cc1cnn(C)c1
Electronic energy: -8293.7557 eV

=====

No. 2
This record from the Open Molecules 2025 dataset describes a 2-piece molecular cluster, C5H14 overall at a distorted geometry. The level of theory is ωB97M-V/def2-TZVPD.

Element x y z (Å)
C -1.357 0.177 1.176
C -2.227 0.592 -0.028
C -1.783 -0.024 -1.365
H -2.004 0.132 2.053
H -0.447 0.755 1.280
H -0.915 -0.805 0.965
H -3.259 0.308 0.189
H -2.301 1.681 -0.050
H -0.766 -0.405 -1.272
H -2.476 -0.773 -1.745
H -1.727 0.736 -2.137
C 1.988 -0.496 0.787
C 2.725 -0.100 -0.529
H 1.308 0.288 1.045
H 1.742 -1.547 0.650
H 2.772 -0.566 1.548
H 2.058 0.085 -1.384
H 3.245 0.833 -0.321
H 3.422 -0.871 -0.863

Properties
Frontier orbital gap: 12.3 eV
Net charge: 0
ΔE to the lowest compared entry with this formula, charge and spin: 15.9 kcal/mol
SMILES: CCC.CC
Electronic energy: -5411.3613 eV

=====

No. 3
This record from the Open Molecules 2025 dataset describes a 2-piece molecular cluster, C5H13N overall at a distorted geometry. The level of theory is ωB97M-V/def2-TZVPD.

Element x y z (Å)
C -1.235 -3.729 2.178
N -1.511 -2.528 1.838
C -1.341 -1.600 2.944
H -1.847 -4.575 1.873
H -0.415 -3.823 2.886
H -1.166 -0.552 2.717
H -2.215 -1.512 3.597
H -0.395 -1.855 3.466
C -0.137 2.407 -1.534
C 1.370 2.093 -1.546
C 1.682 1.050 -2.633
H -0.768 1.525 -1.496
H -0.353 3.066 -0.687
H -0.485 2.987 -2.371
H 1.936 2.981 -1.851
H 1.734 1.833 -0.548
H 2.589 0.422 -2.585
H 1.682 1.503 -3.618
H 0.875 0.307 -2.631

Properties
Frontier orbital gap: 10.1 eV
Net charge: 0
ΔE to the lowest compared entry with this formula, charge and spin: 54.8 kcal/mol
SMILES: C=NC.CCC
Electronic energy: -6883.8221 eV

=====

No. 4
This record from the Open Molecules 2025 dataset describes one molecule with the formula C5H13NO2 at a distorted geometry. The level of theory is ωB97M-V/def2-TZVPD.

Element x y z (Å)
C -0.067 0.421 -2.394
C 0.068 0.896 -0.948
O 1.296 1.566 -0.740
C -0.027 -0.341 0.306
C 1.293 -0.608 1.001
O -0.573 -1.522 -0.196
C -1.052 0.352 1.126
N -1.483 -0.580 2.379
H -1.055 -0.001 -2.574
H 0.699 -0.325 -2.613
H 0.059 1.259 -3.083
H -0.683 1.693 -0.838
H 1.694 1.749 -1.601
H 1.652 0.292 1.491
H 2.028 -0.956 0.274
H 1.185 -1.368 1.774
H 0.128 -2.050 -0.595
H -0.678 1.268 1.571
H -1.993 0.473 0.595
H -1.781 -1.492 2.041
H -0.711 -0.727 3.024

Properties
Frontier orbital gap: 9.5 eV
Net charge: 0
ΔE to the lowest compared entry with this formula, charge and spin: 49.2 kcal/mol
SMILES: C[C@H](O)[C@](C)(O)CN
Electronic energy: -10979.7464 eV